one) {
  "formula": "C21H29F6O18",
  "method": "ωB97M-V/def2-TZVPD",
  "symbols": ["F", "C", "C", "O", "C", "O", "O", "F", "H", "H", "H", "C", "C", "O", "C", "O", "O", "F", "H", "H", "H", "C", "C", "O", "C", "O", "O", "F", "H", "H", "H", "C", "C", "O", "C", "O", "O", "F", "H", "H", "H", "C", "C", "O", "C", "O", "O", "F", "H", "H", "H", "C", "O", "C", "C", "O", "C", "C", "O", "C", "H", "H", "H", "H", "H", "H", "H", "H", "H", "H", "H", "H", "H", "H"],
  "xyz": [[-55.29, -47.92, 53.28], [-52.65, -49.68, 53.42], [-52.03, -51.01, 52.95], [-50.66, -50.83, 53.05], [-50.35, -49.70, 53.63], [-49.23, -49.24, 53.87], [-51.47, -49.10, 54.01], [-52.37, -51.13, 51.58], [-53.31, -50.05, 54.16], [-53.09, -49.00, 52.86], [-52.15, -52.00, 53.37], [-53.35, -45.02, 55.05], [-52.54, -46.25, 55.12], [-51.63, -45.87, 56.14], [-52.00, -44.80, 56.70], [-51.40, -44.28, 57.62], [-52.98, -44.21, 56.11], [-51.98, -46.47, 53.92], [-54.40, -45.22, 55.08], [-53.32, -44.48, 53.93], [-53.33, -46.96, 55.20], [-57.03, -49.19, 55.46], [-58.21, -48.11, 55.48], [-58.92, -48.49, 56.57], [-58.56, -49.53, 57.03], [-59.17, -50.22, 57.85], [-57.42, -49.92, 56.54], [-59.03, -48.50, 54.35], [-56.18, -48.59, 55.63], [-57.06, -49.82, 54.54], [-57.82, -47.04, 55.37], [-52.11, -46.75, 50.69], [-53.48, -46.24, 50.94], [-54.11, -46.58, 49.60], [-53.34, -47.40, 48.97], [-53.73, -48.14, 48.07], [-52.19, -47.56, 49.52], [-53.42, -44.84, 51.18], [-51.76, -47.42, 51.53], [-51.44, -45.94, 50.47], [-54.16, -46.40, 51.86], [-56.97, -48.59, 49.94], [-57.14, -49.88, 50.78], [-56.93, -50.95, 49.92], [-56.62, -50.54, 48.67], [-56.39, -51.23, 47.71], [-56.65, -49.23, 48.64], [-58.45, -50.06, 51.17], [-56.15, -47.96, 50.43], [-57.65, -47.81, 49.85], [-56.60, -50.02, 51.64], [-57.68, -45.37, 52.57], [-57.90, -44.59, 51.42], [-57.07, -44.61, 50.35], [-57.56, -43.60, 49.33], [-58.04, -42.51, 49.93], [-58.26, -41.37, 49.20], [-58.63, -40.26, 50.21], [-59.64, -40.79, 50.93], [-60.11, -39.82, 51.98], [-57.54, -46.50, 52.45], [-58.40, -45.28, 53.40], [-56.84, -45.10, 53.14], [-56.98, -45.45, 49.89], [-56.20, -44.24, 50.87], [-58.43, -44.19, 49.02], [-56.85, -43.54, 48.62], [-59.04, -41.50, 48.41], [-57.47, -40.98, 48.48], [-59.01, -39.52, 49.56], [-57.88, -39.72, 50.73], [-60.54, -39.10, 51.40], [-59.31, -39.24, 52.61], [-61.04, -40.22, 52.62]],
  "mulliken_charge": [-0.8382, -0.0471, 0.4977, -0.3712, 0.6850, -0.6075, -0.2208, -0.2900, -0.0373, 0.0785, 0.3169, -0.0288, 0.8240, -0.3605, 0.5675, -0.6238, -0.3234, -0.2304, 0.1033, -0.0026, 0.0371, 0.1620, 0.5939, -0.2552, 0.5540, -0.6577, -0.3543, -0.3330, 0.1182, 0.0118, 0.1208, -0.0904, 0.9123, -0.2771, 0.5913, -0.6166, -0.3334, -0.3647, -0.0793, 0.3195, -0.1080, 0.3988, 0.7215, -0.3934, 0.6396, -0.5752, -0.3718, -0.3578, -0.4842, 0.3103, 0.0723, -0.5648, -0.3832, 0.1416, -1.2427, -0.0782, -0.7233, -0.6261, -0.2881, -0.8061, 0.1134, 0.3343, 0.3322, 0.2477, 0.3083, 0.3159, 0.4642, 0.3317, 0.3579, 0.3908, 0.4749, 0.3900, 0.2742, 0.2332],
  "gap_ev": 9.42,
  "charge": -1,
  "lumo_ev": 2.06,
  "homo_energy_ev": -7.36
}


two) {
  "formula": "C21H29F6O18",
  "method": "ωB97M-V/def2-TZVPD",
  "symbols": ["F", "C", "C", "O", "C", "O", "O", "F", "H", "H", "H", "C", "C", "O", "C", "O", "O", "F", "H", "H", "H", "C", "C", "O", "C", "O", "O", "F", "H", "H", "H", "C", "C", "O", "C", "O", "O", "F", "H", "H", "H", "C", "C", "O", "C", "O", "O", "F", "H", "H", "H", "C", "O", "C", "C", "O", "C", "C", "O", "C", "H", "H", "H", "H", "H", "H", "H", "H", "H", "H", "H", "H", "H", "H"],
  "xyz": [[-103.34, 14.23, 13.32], [-105.73, 13.31, 11.60], [-106.38, 13.88, 12.84], [-106.96, 12.78, 13.51], [-106.69, 11.67, 12.91], [-107.08, 10.57, 13.20], [-105.83, 11.89, 11.82], [-107.34, 14.78, 12.54], [-104.71, 13.87, 11.58], [-106.37, 13.48, 10.72], [-105.69, 14.46, 13.38], [-102.34, 16.92, 12.41], [-102.10, 16.03, 11.06], [-100.94, 16.70, 10.54], [-100.79, 17.97, 11.21], [-99.92, 18.83, 10.80], [-101.60, 18.11, 12.13], [-103.21, 16.17, 10.19], [-101.82, 16.39, 13.30], [-103.28, 16.85, 12.60], [-101.88, 15.12, 11.43], [-100.10, 13.19, 13.69], [-100.61, 13.65, 15.00], [-100.09, 14.99, 14.99], [-99.09, 15.06, 14.22], [-98.43, 16.10, 14.15], [-99.18, 14.10, 13.35], [-99.92, 12.95, 15.93], [-100.86, 13.46, 12.85], [-99.62, 12.13, 13.89], [-101.68, 13.53, 15.00], [-103.74, 16.40, 15.90], [-104.72, 16.58, 17.07], [-105.79, 17.13, 16.38], [-105.49, 17.45, 15.09], [-106.26, 17.75, 14.20], [-104.23, 17.20, 14.88], [-104.12, 17.48, 17.77], [-103.69, 15.40, 15.55], [-102.68, 16.71, 15.97], [-104.92, 15.75, 17.87], [-103.89, 9.71, 11.62], [-103.24, 10.75, 12.61], [-101.91, 10.22, 12.89], [-101.71, 8.97, 12.30], [-100.78, 8.31, 12.59], [-102.79, 8.75, 11.54], [-103.89, 10.66, 13.72], [-104.03, 10.18, 10.50], [-104.73, 8.99, 12.12], [-103.20, 11.81, 12.28], [-105.07, 13.05, 16.17], [-104.57, 13.13, 17.55], [-105.47, 12.94, 18.61], [-104.73, 13.45, 19.83], [-105.13, 14.64, 20.08], [-104.68, 15.35, 21.11], [-105.87, 16.10, 21.78], [-105.40, 16.94, 22.72], [-106.44, 17.53, 23.53], [-105.78, 14.00, 15.95], [-105.48, 12.15, 15.72], [-104.21, 13.14, 15.39], [-105.64, 11.90, 18.83], [-106.39, 13.38, 18.39], [-103.57, 13.29, 19.54], [-104.70, 12.84, 20.76], [-104.01, 16.22, 20.86], [-104.32, 14.91, 21.78], [-106.72, 15.30, 22.13], [-106.51, 16.76, 21.11], [-106.83, 16.62, 24.02], [-107.18, 18.08, 23.10], [-106.16, 18.26, 24.19]],
  "mulliken_charge": [-0.7650, 0.0145, 1.2044, -0.3561, 0.7244, -0.5907, -0.3188, -0.4001, -0.1493, 0.2971, -0.4385, -0.2861, 1.0345, -0.3913, 0.5459, -0.6558, -0.3262, -0.3411, -0.1710, 0.6562, -0.1480, 0.1095, 1.0970, -0.3431, 0.6642, -0.6473, -0.3366, -0.3522, -0.1465, 0.2708, -0.4161, 0.3917, 1.1548, -0.4010, 0.6511, -0.5979, -0.2106, -0.3150, -0.5222, 0.2378, -0.3348, -0.0550, 0.6739, -0.3822, 0.5744, -0.5306, -0.3764, -0.2795, 0.1880, 0.2117, -0.0376, -0.5292, -0.2018, -0.7751, -0.6113, -0.1338, -1.0920, -0.1937, -0.3345, -0.8726, 0.1347, 0.5474, -0.1809, 0.4431, 0.4049, 0.2567, 0.5493, 0.2337, 0.7596, 0.2306, 0.2718, 0.3243, 0.3543, 0.3355],
  "gap_ev": 9.83,
  "charge": -1,
  "lumo_ev": 2.15,
  "homo_energy_ev": -7.68
}


Most stable structure - one); separation to the second - 5.6 kcal/mol.


one) {
  "formula": "C3H11NS",
  "method": "ωB97M-V/def2-TZVPD",
  "symbols": ["S", "H", "C", "C", "N", "C", "H", "H", "H", "H", "H", "H", "H", "H", "H", "H"],
  "xyz": [[-2.31, -1.23, -0.80], [-1.61, -0.92, -1.96], [0.75, -1.28, 1.36], [0.32, 0.16, 0.95], [0.85, 0.56, -0.39], [-0.17, 1.41, -1.06], [1.82, -1.30, 1.24], [0.42, -1.49, 2.36], [0.29, -1.94, 0.63], [-0.73, 0.25, 0.86], [0.60, 0.88, 1.73], [-0.44, -1.11, -0.98], [1.63, 1.18, -0.29], [-1.06, 0.84, -1.17], [0.07, 1.76, -2.03], [-0.45, 2.25, -0.45]],
  "mulliken_charge": [-0.3407, 0.2132, -0.9769, -0.6540, -0.4021, -0.8642, 0.2808, 0.3418, 0.2526, 0.4327, 0.4512, 0.1121, 0.2816, 0.2547, 0.2827, 0.3345],
  "gap_ev": 8.96,
  "charge": 0,
  "lumo_ev": -0.24,
  "homo_energy_ev": -9.21
}


two) {
  "formula": "C3H11NS",
  "method": "ωB97M-V/def2-TZVPD",
  "symbols": ["C", "N", "C", "H", "H", "H", "H", "H", "H", "H", "C", "S", "H", "H", "H", "H"],
  "xyz": [[-0.01, 2.41, 0.74], [0.52, 1.26, 0.00], [1.93, 1.01, 0.38], [-1.08, 2.50, 0.57], [0.15, 2.25, 1.80], [0.46, 3.35, 0.44], [0.52, 1.50, -0.98], [2.49, 1.94, 0.41], [2.39, 0.33, -0.33], [1.94, 0.53, 1.36], [-0.54, -2.03, -1.40], [-1.05, -1.39, 0.23], [-1.12, -1.55, -2.19], [0.52, -1.84, -1.58], [-0.71, -3.10, -1.41], [-0.28, -0.15, 0.16]],
  "mulliken_charge": [-0.9561, -0.3798, -0.9528, 0.3206, 0.3403, 0.3386, 0.2509, 0.3665, 0.3205, 0.3347, -0.7181, -0.2920, 0.2467, 0.2193, 0.2826, 0.2781],
  "gap_ev": 8.83,
  "charge": 0,
  "lumo_ev": 0.85,
  "homo_energy_ev": -7.97,
  "smiles": "CNC.CS"
}


Most stable structure - two); separation to the second - 57.2 kcal/mol.


one) {
  "formula": "C3H4FNO2",
  "method": "ωB97M-V/def2-TZVPD",
  "symbols": ["C", "C", "C", "H", "H", "H", "H", "N", "O", "O", "F"],
  "xyz": [[-0.67, 0.72, 0.35], [0.76, 0.67, 0.00], [1.42, -0.73, 0.07], [-3.02, -0.97, -0.93], [-1.03, 1.80, 0.85], [1.37, -1.29, 1.06], [1.19, -1.26, -0.78], [-1.46, -0.28, -0.04], [-2.69, 0.05, -0.17], [1.38, 1.70, -0.30], [2.75, -0.42, -0.11]],
  "mulliken_charge": [-0.1258, 0.5016, -0.1489, 0.4215, 0.2754, 0.2541, 0.2102, -0.1525, -0.4460, -0.5162, -0.2732],
  "gap_ev": 9.49,
  "charge": 0,
  "lumo_ev": -0.56,
  "homo_energy_ev": -10.05
}


two) {
  "formula": "C3H4FNO2",
  "method": "ωB97M-V/def2-TZVPD",
  "symbols": ["C", "C", "C", "N", "O", "O", "F", "H", "H", "H", "H"],
  "xyz": [[-0.81, 0.15, -1.45], [0.06, -0.38, 0.84], [1.22, 0.49, 0.65], [-1.05, -0.11, -0.01], [-1.76, 0.20, -2.13], [0.40, 0.14, -1.66], [2.41, 0.00, 0.60], [0.51, -1.33, 0.69], [-0.19, -0.72, 1.78], [1.19, 1.49, 0.33], [-1.97, 0.06, 0.36]],
  "mulliken_charge": [0.5613, -0.5670, 0.1614, -0.2174, -0.5821, -0.6297, -0.1470, 0.2801, 0.5642, 0.3628, 0.2135],
  "gap_ev": [7.19, 7.19],
  "charge": 0,
  "lumo_ev": [-2.20, -2.20],
  "homo_energy_ev": [-9.39, -9.40]
}


three) {
  "formula": "C3H4FNO2",
  "method": "ωB97M-V/def2-TZVPD",
  "symbols": ["F", "C", "C", "N", "O", "C", "O", "H", "H", "H", "H"],
  "xyz": [[2.63, -0.82, -0.30], [1.75, 0.21, 0.04], [0.31, -0.18, -0.30], [-0.22, -1.34, -0.02], [-1.63, -1.23, -0.40], [-1.82, 0.02, 0.15], [-0.58, 0.76, -0.60], [1.81, 1.24, -0.58], [2.11, 0.48, 1.02], [-2.73, 0.44, -0.25], [-1.64, 0.42, 1.24]],
  "mulliken_charge": [-0.2622, -0.1814, 0.6678, -0.4807, -0.2148, -0.0693, -0.4269, 0.1923, 0.2453, 0.2793, 0.2507],
  "gap_ev": 10.90,
  "charge": 0,
  "lumo_ev": 0.73,
  "homo_energy_ev": -10.18,
  "smiles": "FCC1=NOCO1"
}


four) {
  "formula": "C3H4FNO2",
  "method": "ωB97M-V/def2-TZVPD",
  "symbols": ["C", "C", "C", "N", "O", "O", "F", "H", "H", "H", "H"],
  "xyz": [[0.54, -1.17, -0.32], [-0.86, 0.72, 0.20], [-0.85, -0.69, -0.41], [2.32, 1.34, -0.45], [1.14, -2.13, -0.04], [2.90, 1.00, 0.52], [-1.60, -1.47, 0.46], [-1.84, 1.32, 0.15], [-0.71, 0.52, 1.37], [0.13, 1.23, -0.09], [-1.17, -0.66, -1.39]],
  "mulliken_charge": [0.0428, -0.9479, 0.4466, 0.0112, -0.2576, -0.1373, -0.2683, 0.2989, 0.2825, 0.2051, 0.3241],
  "gap_ev": [5.26, 5.23],
  "charge": 0,
  "lumo_ev": [-1.49, -1.49],
  "homo_energy_ev": [-6.75, -6.72]
}


Most stable structure - two); separation to the second - 13.8 kcal/mol.


one) {
  "formula": "C2H3N4",
  "method": "ωB97M-V/def2-TZVPD",
  "symbols": ["C", "N", "N", "N", "C", "N", "H", "H", "H"],
  "xyz": [[-0.51, -1.69, 0.67], [-0.45, -1.36, 1.92], [-1.14, -0.46, 0.84], [-0.40, 0.65, 0.50], [0.77, 0.77, -0.28], [1.07, 0.84, 0.91], [-0.23, -2.17, -0.26], [-0.95, 1.51, 0.68], [1.07, 0.52, -1.20]],
  "mulliken_charge": [0.3002, -0.2695, -0.4007, 0.3125, 0.1438, -0.1963, 0.3260, 0.3904, 0.3936],
  "gap_ev": 10.19,
  "charge": 1,
  "lumo_ev": -5.84,
  "homo_energy_ev": -16.03,
  "smiles": "C1=NN1[N@@H+]1C=N1"
}


two) {
  "formula": "C2H3N4",
  "method": "ωB97M-V/def2-TZVPD",
  "symbols": ["N", "C", "N", "C", "N", "N", "H", "H", "H"],
  "xyz": [[-0.41, 1.11, -1.06], [0.03, 0.01, -0.56], [0.11, -1.30, -0.78], [0.19, -1.95, 0.30], [0.74, -1.26, 1.37], [0.38, -0.08, 1.23], [-0.84, 0.99, -2.05], [-0.76, 1.76, -0.41], [0.57, 0.72, 1.96]],
  "mulliken_charge": [-0.3051, 0.5147, -0.2601, 0.3514, -0.2327, -0.0090, 0.3433, 0.2824, 0.3152],
  "gap_ev": [8.19, 7.90],
  "charge": 1,
  "lumo_ev": [-7.25, -6.58],
  "homo_energy_ev": [-15.45, -14.49],
  "smiles": "[NH2+]=C1N=C=NN1"
}


Most stable structure - two); separation to the second - 42.8 kcal/mol.